[1]
# C53H49ClIrN2O6P2

A structure of composition C53H49ClIrN2O6P2 in a non-equilibrium geometry (wB97M-V/def2-TZVPD, the OMol25 dataset).

The spin multiplicity is 2. Its charge is +2. The HOMO-LUMO gap (spin up / spin down) is 6.70 / 5.59 eV. The energy above the lowest of the compared OMol25 structures with the same formula, charge and spin is 144.8 kJ/mol. The value obtained for the total energy is -104951.067 eV. The highest occupied orbital energy (spin up / spin down) comes out at -12.58 / -12.58 eV.

Geometry (Å):
Ir  0.432  -0.748  -1.181
Cl  -6.017  1.829  -2.951
C  -4.586  0.896  -2.684
C  -4.698  -0.442  -2.267
C  -3.583  -1.195  -2.006
C  -2.295  -0.641  -2.133
O  -1.259  -1.435  -1.957
C  -2.189  0.691  -2.598
C  -0.942  1.088  -3.164
N  0.157  0.461  -2.926
C  1.306  0.531  -3.734
C  1.571  1.426  -4.736
C  2.726  1.266  -5.530
C  3.566  0.204  -5.350
C  3.297  -0.750  -4.340
C  4.071  -1.910  -4.118
C  3.706  -2.782  -3.134
C  2.588  -2.498  -2.337
N  1.846  -1.423  -2.520
C  2.174  -0.553  -3.523
C  -3.351  1.446  -2.879
H  -5.682  -0.881  -2.162
H  -3.670  -2.232  -1.713
H  -0.962  1.842  -3.949
H  0.902  2.251  -4.942
H  2.928  1.988  -6.309
H  4.434  0.073  -5.981
H  4.942  -2.097  -4.734
H  4.262  -3.687  -2.942
H  2.308  -3.163  -1.539
H  -3.255  2.454  -3.266
O  1.027  1.678  -0.845
P  0.404  2.900  -0.225
C  -1.126  2.508  0.687
P  -1.299  0.826  1.340
O  -0.892  -0.222  0.313
C  -3.022  0.669  1.762
C  -3.997  1.022  0.831
C  -5.337  0.889  1.147
C  -5.710  0.399  2.393
C  -4.744  0.043  3.323
C  -3.399  0.180  3.013
C  -0.347  0.587  2.830
C  -0.177  -0.737  3.248
C  0.525  -1.003  4.412
C  1.074  0.043  5.146
C  0.904  1.357  4.731
C  0.180  1.633  3.580
C  -0.105  4.057  -1.503
C  0.712  4.145  -2.629
C  0.392  5.028  -3.649
C  -0.741  5.826  -3.547
C  -1.551  5.749  -2.423
C  -1.233  4.869  -1.398
C  1.523  3.757  0.879
C  2.890  3.520  0.740
C  3.796  4.226  1.517
C  3.341  5.176  2.421
C  1.980  5.431  2.545
C  1.071  4.729  1.771
H  -1.933  2.581  -0.051
H  -1.360  3.232  1.469
H  -3.723  1.391  -0.148
H  -6.090  1.169  0.421
H  -6.758  0.301  2.641
H  -5.035  -0.336  4.293
H  -2.652  -0.089  3.748
H  -0.585  -1.551  2.657
H  0.651  -2.025  4.743
H  1.628  -0.168  6.051
H  1.325  2.168  5.310
H  0.046  2.662  3.273
H  1.597  3.523  -2.702
H  1.033  5.106  -4.518
H  -0.987  6.517  -4.342
H  -2.427  6.377  -2.341
H  -1.872  4.827  -0.524
H  3.236  2.782  0.026
H  4.856  4.041  1.413
H  4.049  5.730  3.022
H  1.631  6.183  3.239
H  0.015  4.957  1.863
C  4.127  0.248  1.228
C  2.623  0.150  1.185
O  2.225  -0.628  0.010
H  4.418  0.903  2.050
H  4.515  0.665  0.299
H  4.589  -0.726  1.396
H  2.158  1.120  1.065
H  2.215  -0.337  2.064
H  2.289  -1.568  0.246
C  -0.714  -7.289  3.849
C  -0.516  -6.318  2.720
C  -1.549  -5.493  2.291
C  -1.390  -4.615  1.226
C  -2.514  -3.723  0.777
C  -0.157  -4.576  0.581
C  0.906  -5.381  0.992
C  2.229  -5.336  0.273
C  0.707  -6.244  2.059
C  0.028  -3.650  -0.587
O  -0.207  -3.910  -1.736
O  0.451  -2.443  -0.156
H  -1.633  -7.082  4.396
H  0.118  -7.256  4.552
H  -0.777  -8.309  3.467
H  -2.508  -5.538  2.796
H  -3.375  -3.820  1.436
H  -2.826  -3.975  -0.240
H  -2.197  -2.676  0.774
H  2.682  -4.340  0.332
H  2.111  -5.599  -0.781
H  2.936  -6.037  0.712
H  1.523  -6.883  2.379

[2]
# C9H16FN2O

The ion C9H16FN2O with charge +1 in a non-equilibrium geometry (wB97M-V/def2-TZVPD, the OMol25 dataset).

The structure (SMILES) is CC(C)[C@H](C)COn1cc[nH+]c1F. Its charge is +1. The HOMO-LUMO gap is 11.22 eV. The energy above the lowest of the compared OMol25 structures with the same formula, charge and spin is 99.5 kJ/mol. The value obtained for the total energy is -17329.010 eV. The highest occupied orbital energy comes out at -14.02 eV.

Geometry (Å):
C  2.762  -1.208  0.406
C  2.347  0.198  -0.003
C  3.121  0.643  -1.255
C  0.809  0.403  -0.126
C  0.267  1.133  1.118
C  0.039  -0.877  -0.399
O  -1.143  -0.607  -1.244
N  -2.264  -0.328  -0.532
C  -2.871  0.916  -0.540
C  -4.014  0.792  0.188
N  -4.055  -0.504  0.664
C  -2.994  -1.159  0.196
F  -2.719  -2.394  0.414
H  3.839  -1.218  0.541
H  2.528  -1.946  -0.354
H  2.330  -1.515  1.356
H  2.670  0.853  0.801
H  4.057  1.097  -0.948
H  3.345  -0.190  -1.914
H  2.569  1.401  -1.800
H  0.637  1.058  -0.976
H  0.792  0.819  2.015
H  0.413  2.199  0.992
H  -0.790  0.938  1.290
H  0.590  -1.598  -0.981
H  -0.291  -1.321  0.535
H  -2.446  1.734  -1.082
H  -4.745  1.550  0.379
H  -4.784  -0.871  1.256

[3]
# CH2Cl2S2

A cluster of 2 separate species, CH2Cl2S2 in total in a non-equilibrium geometry (wB97M-V/def2-TZVPD, the OMol25 dataset).

The structure (SMILES) is S=C(Cl)Cl.S. The HOMO-LUMO gap is 8.67 eV. The energy above the lowest of the compared OMol25 structures with the same formula, charge and spin is 62.3 kJ/mol. The value obtained for the total energy is -47783.657 eV. The highest occupied orbital energy comes out at -9.56 eV.

Geometry (Å):
C  -1.319  0.811  0.337
S  1.500  -0.972  -1.131
S  -0.629  1.110  -1.063
Cl  -2.575  -0.317  0.746
Cl  -0.930  1.743  1.758
H  1.222  -0.893  0.282
H  2.731  -1.483  -0.929

[4]
# C8H10AuCl3GeN2O2S2

A structure of composition C8H10AuCl3GeN2O2S2 (wB97M-V/def2-TZVPD, the OMol25 dataset).

The spin multiplicity is 2. Its charge is +1. The HOMO-LUMO gap (spin up / spin down) is 6.95 / 4.34 eV. The energy above the lowest of the compared OMol25 structures with the same formula, charge and spin is 42.3 kJ/mol. The value obtained for the total energy is -134972.150 eV. The highest occupied orbital energy (spin up / spin down) comes out at -12.96 / -12.56 eV.

Geometry (Å):
Au  0.771  0.869  0.011
C  -0.497  1.754  2.819
O  0.032  0.671  2.015
C  -0.569  -0.623  2.299
C  -1.724  -0.916  1.377
O  -1.209  -0.957  0.063
C  -2.205  -1.248  -0.916
H  -0.352  1.495  3.866
H  -1.552  1.910  2.600
H  0.077  2.643  2.578
H  -0.884  -0.622  3.342
H  0.225  -1.356  2.163
H  -2.505  -0.151  1.461
H  -2.159  -1.882  1.657
H  -2.622  -2.243  -0.747
H  -1.719  -1.222  -1.888
H  -3.006  -0.505  -0.886
S  1.799  0.882  -1.983
C  2.544  -0.653  -1.603
S  2.526  -0.829  0.124
C  3.064  -1.489  -2.529
C  2.975  -1.160  -3.918
N  2.843  -0.866  -5.020
C  3.686  -2.701  -2.105
N  4.151  -3.688  -1.741
Cl  0.101  4.477  0.431
Ge  -0.625  2.806  -0.650
Cl  -2.636  2.403  -0.094
Cl  -0.530  3.197  -2.727

[5]
# C4H2F4

A structure of composition C4H2F4 in a non-equilibrium geometry (wB97M-V/def2-TZVPD, the OMol25 dataset).

The HOMO-LUMO gap is 8.61 eV. The energy above the lowest of the compared OMol25 structures with the same formula, charge and spin is 173.2 kJ/mol. The value obtained for the total energy is -15046.265 eV. The highest occupied orbital energy comes out at -8.39 eV.

Geometry (Å):
C  -0.147  0.038  -0.304
C  -0.675  0.162  -1.504
C  0.610  0.855  0.660
C  0.015  -1.009  0.722
F  0.004  1.655  1.539
F  1.921  1.083  0.598
F  0.969  -1.938  0.649
F  -0.891  -1.288  1.660
H  -1.215  -0.646  -1.969
H  -0.593  1.086  -2.051

[6]
# C10H29AuCl2NOSSbSi3

A structure of composition C10H29AuCl2NOSSbSi3 in a non-equilibrium geometry (wB97M-V/def2-TZVPD, the OMol25 dataset).

The HOMO-LUMO gap is 8.88 eV. The energy above the lowest of the compared OMol25 structures with the same formula, charge and spin is 0.0 kJ/mol. The value obtained for the total energy is -84123.253 eV. The highest occupied orbital energy comes out at -8.48 eV.

Geometry (Å):
Au  0.986  -0.092  -2.438
O  2.945  -2.212  -3.392
S  2.604  -1.421  -4.572
N  1.550  -0.392  -4.390
Cl  -2.951  -0.085  -3.876
C  -4.585  0.035  -3.218
Cl  -5.184  1.689  -3.476
H  -4.477  -0.191  -2.161
H  -5.217  -0.675  -3.720
C  3.222  -1.795  0.621
Si  2.704  -0.093  1.200
C  2.506  0.117  3.050
C  3.770  1.217  0.325
Sb  0.512  0.175  0.037
Si  -0.657  -2.048  0.467
C  0.094  -3.385  -0.637
C  -0.620  -2.446  2.269
C  -2.456  -1.760  -0.129
Si  -0.846  2.340  0.474
C  -2.668  1.980  0.713
C  -0.238  3.243  1.986
C  -0.482  3.443  -0.976
H  4.285  -1.984  0.740
H  3.030  -1.859  -0.496
H  2.647  -2.610  1.075
H  3.506  0.327  3.477
H  2.097  -0.780  3.488
H  1.855  0.956  3.282
H  4.845  1.151  0.597
H  3.419  2.229  0.567
H  3.691  1.127  -0.751
H  1.212  -3.305  -0.773
H  -0.313  -3.110  -1.628
H  -0.195  -4.420  -0.436
H  0.436  -2.527  2.639
H  -1.025  -3.406  2.532
H  -1.076  -1.662  2.864
H  -2.403  -1.375  -1.140
H  -2.907  -1.020  0.559
H  -3.006  -2.701  -0.100
H  -2.783  1.162  1.435
H  -3.105  1.654  -0.208
H  -3.115  2.927  1.016
H  -0.386  2.738  2.938
H  -0.850  4.166  1.996
H  0.816  3.552  1.919
H  -0.811  3.076  -1.946
H  0.615  3.629  -1.045
H  -0.990  4.419  -0.755

Copy entry 3 word for word.
# CH2Cl2S2

A cluster of 2 separate species, CH2Cl2S2 in total in a non-equilibrium geometry (wB97M-V/def2-TZVPD, the OMol25 dataset).

The structure (SMILES) is S=C(Cl)Cl.S. The HOMO-LUMO gap is 8.67 eV. The energy above the lowest of the compared OMol25 structures with the same formula, charge and spin is 62.3 kJ/mol. The value obtained for the total energy is -47783.657 eV. The highest occupied orbital energy comes out at -9.56 eV.

Geometry (Å):
C  -1.319  0.811  0.337
S  1.500  -0.972  -1.131
S  -0.629  1.110  -1.063
Cl  -2.575  -0.317  0.746
Cl  -0.930  1.743  1.758
H  1.222  -0.893  0.282
H  2.731  -1.483  -0.929